Entry 1:
DFT (ωB97M-V/def2-TZVPD) results for a molecular structure, C46H56AsBIKN10S.

Its total energy is -5890.72330 hartree. The frontier orbital gap comes out at 5.51 eV. The charge is -2. The LUMO energy is 3.821 eV. The maximum force is 0.84 eV/A. The HOMO energy is -1.69 eV.

Positions of all 117 atoms, in Å:
K -0.261 0.854 -0.941
C 5.381 -1.208 1.298
C 4.141 -0.378 1.238
C 3.591 0.463 2.187
C 2.397 0.931 1.603
N 2.251 0.421 0.389
N 3.321 -0.377 0.167
B 3.316 -1.358 -1.019
N 2.728 -0.676 -2.275
N 1.498 -0.922 -2.783
C 1.418 -0.195 -3.899
C 2.595 0.537 -4.112
C 3.409 0.194 -3.054
C 4.795 0.645 -2.736
C 0.216 -0.184 -4.755
C -1.064 -0.317 -4.223
C -2.183 -0.263 -5.041
C -2.042 -0.077 -6.408
C -0.771 0.054 -6.950
C 0.347 -0.001 -6.132
N 2.540 -2.629 -0.622
N 1.407 -2.552 0.097
C 1.043 -3.796 0.367
C 1.963 -4.712 -0.186
C 2.906 -3.918 -0.810
C 4.122 -4.326 -1.572
C -0.181 -4.053 1.142
C -0.975 -2.986 1.563
C -2.140 -3.212 2.276
C -2.537 -4.507 2.583
C -1.754 -5.576 2.167
C -0.587 -5.349 1.452
C 1.287 1.780 2.162
C 1.661 2.427 3.433
C 0.891 2.837 4.455
C -0.554 2.735 4.637
C -1.479 2.218 3.821
C 0.035 0.870 2.247
H 5.947 -0.958 2.196
H 5.145 -2.275 1.330
H 6.017 -1.040 0.427
H 3.990 0.687 3.163
H 4.454 -1.680 -1.264
H 2.803 1.251 -4.890
H 5.065 1.473 -3.391
H 4.877 0.988 -1.706
H 5.515 -0.165 -2.875
H -1.194 -0.467 -3.161
H -3.166 -0.351 -4.594
H -2.916 -0.021 -7.046
H -0.648 0.202 -8.017
H 1.337 0.098 -6.558
H 1.954 -5.789 -0.149
H 4.176 -5.415 -1.606
H 4.100 -3.949 -2.596
H 5.035 -3.947 -1.109
H -0.670 -1.981 1.305
H -2.746 -2.365 2.581
H -3.450 -4.681 3.140
H -2.056 -6.592 2.394
H 0.014 -6.190 1.126
H 2.720 2.647 3.538
H 1.409 3.344 5.265
H -0.917 3.155 5.573
H -2.510 2.271 4.160
H -0.031 0.372 1.274
C -6.530 3.047 1.332
C -5.169 2.973 2.018
N -4.065 3.287 1.137
C -3.561 2.358 0.232
S -2.633 3.001 -1.051
N -3.900 1.104 0.492
N -3.159 0.165 -0.172
C -3.718 -0.984 -0.271
C -5.127 -1.257 0.178
C -2.933 -2.113 -0.842
C -3.442 -3.412 -0.782
C -2.701 -4.462 -1.296
C -1.474 -4.195 -1.870
C -1.039 -2.876 -1.897
N -1.739 -1.861 -1.397
H -7.334 2.755 2.013
H -6.544 2.378 0.471
H -6.736 4.060 0.977
H -5.006 1.964 2.395
H -5.129 3.658 2.870
H -4.054 4.212 0.737
H -5.596 -0.319 0.466
H -5.152 -1.934 1.038
H -5.704 -1.724 -0.623
H -4.404 -3.598 -0.326
H -3.078 -5.476 -1.234
H -0.846 -4.979 -2.272
H -0.080 -2.612 -2.330
I 1.276 5.055 -2.387
C 0.239 -0.248 3.272
C -1.283 1.588 2.479
As 1.107 3.246 0.620
C 0.280 4.661 1.723
C -0.195 5.886 0.952
C 2.979 3.868 0.796
C 3.924 3.327 -0.272
H -0.641 -0.897 3.309
H 0.394 0.165 4.270
H 1.102 -0.863 3.011
H -1.432 2.350 1.706
H -2.092 0.877 2.315
H 0.995 4.930 2.506
H -0.565 4.194 2.229
H 0.625 6.405 0.456
H -0.688 6.582 1.640
H -0.902 5.606 0.169
H 3.332 3.575 1.784
H 2.924 4.958 0.770
H 3.771 2.258 -0.415
H 4.968 3.477 0.024
H 3.746 3.820 -1.227



Entry 2:
DFT (ωB97M-V/def2-TZVPD) results for a molecular structure, C46H56I2KN5O7S2 at a distorted geometry.

Its total energy is -4578.70314 hartree. The frontier orbital gap comes out at 6.11 eV. The charge is -2. The LUMO energy is 3.492 eV. The maximum force is 4.02 eV/A. The HOMO energy is -2.62 eV.

Positions of all 119 atoms, in Å:
K 0.902 0.664 0.615
S 0.378 2.917 2.279
C 1.602 3.836 1.437
C 1.223 4.917 0.629
C 2.197 5.724 0.084
C 3.535 5.415 0.304
C 3.817 4.306 1.076
N 2.884 3.551 1.648
H 0.170 5.102 0.467
H 1.923 6.583 -0.517
H 4.336 6.009 -0.115
H 4.842 4.006 1.278
C -1.766 -1.162 -5.358
C -1.786 -0.389 -4.044
C -3.039 0.485 -3.957
O -0.592 0.345 -3.956
C -0.121 0.394 -2.590
C -0.873 -0.838 -1.937
O -1.747 -1.307 -2.984
C -1.606 -0.952 -0.527
O -0.906 -0.396 0.462
C -3.034 -0.369 -0.661
C -4.139 -1.070 -1.140
C -5.385 -0.461 -1.216
C -5.546 0.864 -0.835
C -4.451 1.568 -0.350
C -3.217 0.944 -0.250
C -1.769 -2.485 -0.236
C -1.678 -3.530 -1.155
C -1.812 -4.856 -0.752
C -2.063 -5.166 0.575
C -2.146 -4.134 1.504
C -1.981 -2.819 1.102
C 0.069 1.916 -2.133
O 0.309 2.067 -0.827
C -1.073 2.867 -2.622
C -1.786 3.557 -1.648
C -2.731 4.518 -1.980
C -2.976 4.820 -3.312
C -2.253 4.160 -4.296
C -1.305 3.205 -3.956
C 1.309 2.411 -2.980
C 1.937 3.555 -2.504
C 3.049 4.099 -3.123
C 3.578 3.497 -4.258
C 2.964 2.359 -4.755
C 1.842 1.824 -4.128
H -1.754 -0.463 -6.195
H -2.650 -1.797 -5.424
H -0.869 -1.781 -5.392
H -3.094 1.156 -4.814
H -3.007 1.080 -3.048
H -3.922 -0.153 -3.925
H 0.920 0.057 -2.621
H -0.088 -1.598 -1.842
H -4.034 -2.097 -1.466
H -6.242 -1.028 -1.566
H -6.516 1.344 -0.908
H -4.555 2.606 -0.057
H -2.353 1.456 0.154
H -1.528 -3.318 -2.204
H -1.739 -5.652 -1.487
H -2.191 -6.201 0.878
H -2.346 -4.362 2.546
H -2.002 -2.010 1.822
H -1.547 3.336 -0.616
H -3.265 5.044 -1.196
H -3.710 5.572 -3.580
H -2.424 4.405 -5.340
H -0.732 2.723 -4.737
H 1.532 4.003 -1.614
H 3.512 4.989 -2.711
H 4.460 3.903 -4.741
H 3.361 1.877 -5.642
H 1.382 0.946 -4.561
C 4.533 -1.480 -1.228
O 4.920 -1.057 0.078
C 4.095 -0.130 0.635
O 3.181 0.409 0.046
N 4.515 0.149 1.884
N 3.647 0.813 2.799
H 5.370 -2.058 -1.613
H 4.331 -0.621 -1.867
H 3.642 -2.107 -1.171
H 5.083 -0.563 2.309
H 3.142 1.535 2.273
H 4.233 1.328 3.445
I 1.394 2.911 4.400
I 2.682 3.044 7.228
S 2.404 -2.713 1.416
C 1.834 -4.028 2.254
N 1.143 -5.022 1.646
C 0.530 -6.122 2.367
C 1.395 -6.477 3.564
C 1.565 -5.226 4.410
N 2.106 -4.174 3.574
H 0.767 -4.779 0.742
H 0.443 -6.969 1.684
H -0.478 -5.863 2.708
H 2.376 -6.816 3.223
H 0.928 -7.275 4.144
H 2.257 -5.406 5.234
H 0.600 -4.938 4.845
H 2.524 -3.367 4.006
C 1.450 -1.429 5.203
C -0.061 -1.320 5.280
O -0.515 -0.401 4.319
C -1.918 -0.337 4.255
C -2.350 0.567 3.120
H 1.793 -2.287 5.787
H 1.919 -0.527 5.591
H 1.751 -1.536 4.158
H -0.378 -1.002 6.285
H -0.528 -2.302 5.086
H -2.331 0.002 5.220
H -2.306 -1.354 4.073
H -2.088 1.609 3.318
H -3.433 0.494 2.994
H -1.850 0.237 2.203



Results for ΔE to the lowest compared entry with this formula, charge and spin: 0.441, 3.406 (in eV, following the order of the records).